Entry one
Below is 40 unconnected molecules or ions with the total composition H80O40, with properties calculated with ωB97M-V/def2-TZVPD.

XYZ file:
```
120
Properties=species:S:1:pos:R:3:mulliken_charge:R:1
H 3.0096 1.8362 -3.2001 0.182
O -0.6112 5.6934 -1.9019 -0.693
H -1.1364 -3.1033 -5.5650 0.279
H 2.3629 4.3725 2.6032 0.486
H 2.0532 4.6204 -0.0108 0.234
H 2.7386 -3.4682 4.1419 0.384
H -3.9952 -0.9806 -4.2982 0.341
H 5.4141 -0.6260 -0.0646 0.290
O -0.2527 2.6881 -3.0604 -0.679
H -5.1714 -0.3172 4.2164 0.282
O -2.3605 -2.6304 -2.2801 -0.377
H 5.5345 2.7745 0.2407 0.309
H -0.5196 -0.9634 5.0983 0.246
H -0.7103 -4.3940 3.0869 0.215
H -0.5946 -0.7491 6.4765 0.255
H 2.9449 -0.9992 -5.3262 0.201
O -4.8678 -2.2291 -1.0360 -0.477
H -0.5634 -5.6691 -1.7012 0.307
H 2.4726 0.2004 0.1971 0.203
O -1.3692 0.6941 -1.0335 -0.330
O -5.5609 -0.1470 3.3321 -0.628
H -1.8675 -1.8462 -2.3671 0.200
H 0.4272 3.2194 -3.5623 0.376
H 0.5411 0.0786 1.5819 -0.131
O -1.2437 3.5052 4.2814 -0.584
O 1.9758 3.5281 -4.4535 -0.623
H -0.7127 -2.2070 -0.4971 -0.268
O 2.3090 1.3425 -2.8346 -0.736
H -4.8674 1.2046 2.2468 0.357
H -3.3858 -2.3551 -3.9014 0.262
H 1.5840 -5.0830 -1.1533 0.212
H -3.3412 -2.2079 2.7953 0.335
O 5.3039 -2.7269 0.6966 -0.656
O 3.1459 -1.2910 3.8010 -0.706
H -2.4952 5.9521 -1.1341 0.288
H 4.3824 4.0347 0.2556 0.294
H -0.6395 1.0121 -6.3255 0.315
H 2.4784 0.3857 -3.2828 0.399
O 5.3467 3.6707 0.3831 -0.634
H 2.2082 -2.1808 0.3323 0.181
H -4.9548 -3.7382 0.7917 0.359
O 2.8161 1.0797 2.4536 -0.265
H -0.1113 5.6747 -1.0940 0.301
O 2.0383 4.5596 0.9437 -0.654
H -5.6776 1.9614 -2.9589 0.269
O -0.9886 -0.4569 5.6888 -0.534
H 2.2849 -3.4859 2.8261 0.270
H -3.8255 1.0121 -4.3330 0.281
O 0.6210 -3.8534 -2.8225 -0.569
O 2.9251 3.8255 3.2775 -0.677
O -3.2979 -1.6778 -4.4287 -0.614
O 2.1383 -1.8518 1.2629 0.250
H -1.1377 1.6363 -1.3453 0.004
H 2.3438 3.4199 -5.3598 0.389
H 2.7439 1.2659 1.4885 0.348
H -1.7262 -1.8343 -5.1373 0.396
H 0.5865 -4.0095 3.7507 0.347
O -0.0211 -1.8794 0.0130 0.132
O 3.8933 -2.4812 -1.9991 -0.580
H 4.8020 -2.1800 -2.2845 0.284
H -5.1987 -2.0954 -1.8656 0.207
O -4.7976 2.1508 2.5687 -0.577
H -4.2500 -3.7239 -0.3747 0.384
H -2.4704 0.9617 5.5025 0.202
H 4.1019 -2.9836 -1.2037 0.276
H -0.6938 -2.0023 0.7403 0.218
O 2.4118 -4.6548 -0.9935 -0.516
O 0.1790 1.5942 -6.3142 -0.620
H -3.4210 5.4549 0.0831 0.302
H 1.8005 -0.0021 -5.3544 0.285
H 3.5390 -0.3807 3.5581 0.325
O 0.3146 0.6923 2.2986 0.324
O -0.5040 3.5368 1.4644 -0.547
H -1.7951 -3.3958 -2.3495 0.186
H -0.2936 2.9410 0.8003 0.298
H 2.7990 -4.8037 -1.8591 0.340
H -5.2765 2.3984 -1.3911 0.295
O -3.2234 0.3786 5.3669 -0.584
H -3.2656 -2.6254 1.3777 0.296
H 1.3701 5.1114 1.3147 0.292
H -0.5898 4.7924 -2.2998 0.356
H 0.3789 1.9588 -2.6047 0.350
H -4.3586 -1.5101 -0.9707 0.212
O 2.4111 -0.4877 -4.8504 -0.474
O 1.8641 1.0226 0.0022 -0.228
H 2.1651 1.6459 2.9056 0.060
H 3.0377 -1.4258 2.8133 0.086
O -3.4466 -1.7792 1.8427 -0.590
H 2.9540 0.9848 5.7129 0.256
H 0.0836 2.4242 -5.8713 0.310
H 1.6941 -1.0372 1.0097 -0.410
H -2.1129 1.1854 -0.5446 0.395
O -3.9840 -3.9607 0.5065 -0.737
H 6.1572 -2.2747 1.1792 0.377
O 0.0533 -6.2319 -1.3733 -0.683
H 5.6096 0.1751 1.2101 0.347
H 0.7085 -3.4527 -1.9653 0.351
H -0.6049 0.3806 2.4102 0.048
H 1.7961 0.8536 -1.0070 -0.125
H -2.9913 0.3259 -3.0552 0.334
H -2.1079 3.1689 4.0286 0.294
H -5.6213 2.4490 2.7144 0.241
H -1.0201 3.0429 5.1356 0.285
O -3.8311 0.6311 -3.4570 -0.584
O 2.1085 1.1063 5.9176 -0.588
H 1.1258 -3.2628 -3.4623 0.236
H 2.1244 2.5651 -4.2022 0.333
H 4.6940 -2.2429 1.1527 0.214
H -5.3896 -0.7535 2.5964 0.318
O 2.5042 -4.1768 3.5726 -0.782
O -3.1856 5.6368 -0.7744 -0.549
H 1.7045 1.7142 5.2638 0.301
O -0.1656 -3.7690 3.3451 -0.499
O -1.0797 -2.1510 -5.9044 -0.651
H 0.1323 3.3002 2.0991 0.208
O 5.8060 0.1836 0.2182 -0.589
H -0.3260 -6.1599 -0.4055 0.358
H -2.8027 -0.5551 5.7031 0.409
H 3.6053 3.3109 2.6005 0.353
O -5.8460 2.1949 -2.0719 -0.572
```

Properties
2S+1: 1
Highest occupied orbital energy, eV: -10.157

Entry two
Below is 40 unconnected molecules or ions with the total composition H80O40, with properties calculated with ωB97M-V/def2-TZVPD.

XYZ file:
```
120
Properties=species:S:1:pos:R:3:mulliken_charge:R:1
H -3.3728 -2.5811 -1.4646 0.329
H -0.1374 -0.3067 0.1312 -0.192
H 1.0238 -4.1325 -4.8218 0.290
O 1.1896 1.5930 0.0468 -0.595
O -2.7946 5.4719 -1.2932 -0.644
H -0.1813 5.7315 -0.8652 0.348
O 1.5617 -5.3564 -1.3893 -0.627
H 4.6942 -0.0151 -0.7585 0.094
H 2.5044 0.0268 5.6247 0.321
H -4.7752 -4.0250 -2.6445 0.294
H -2.2543 -2.0535 3.6221 0.324
H -0.2324 5.3234 -3.9841 0.253
H -1.4843 4.3521 1.1316 0.303
H 5.4890 0.6566 0.4645 0.322
O 0.9048 -0.7679 3.7156 -0.379
H -4.8138 -1.3159 0.6652 0.347
H 1.7915 0.2272 -0.8772 0.008
H 3.6288 0.5821 -3.5058 0.442
H -0.1901 -2.3629 5.8711 0.316
H 2.6500 5.8768 0.0789 0.288
O 0.4123 5.1820 -3.2416 -0.613
O 0.0542 -0.7800 0.9176 0.860
H 0.5069 5.9770 -2.7325 0.357
H 3.8791 1.4541 -4.7567 0.275
H 3.7395 -1.0373 -1.3026 0.324
O -2.4995 4.5922 1.1899 -0.617
H -1.6656 1.0926 5.0407 0.233
H -0.4027 -3.9995 1.3440 0.158
H 0.2171 -4.9808 -3.0710 0.174
H -3.1066 0.6697 4.5963 0.276
H 4.9414 0.4120 2.6044 0.345
H 0.3174 3.3445 -0.6049 0.141
H -3.2860 -3.5390 -2.8249 0.205
H 1.8332 -5.4074 -2.3372 0.319
O 3.1574 3.6144 3.8486 -0.605
H -1.6923 3.8258 -4.5247 0.247
O -2.1945 3.4211 -3.8486 -0.532
H -5.9713 0.1748 2.0579 0.338
H -1.8483 3.7027 -3.0249 0.322
H -3.0085 -0.0946 -1.7231 0.282
O -2.5258 0.3951 -2.4095 -0.592
O -0.2084 -3.3899 2.0501 -0.533
O 1.5896 -3.4443 -5.1009 -0.539
H -5.6179 -2.3821 1.4125 0.281
O -0.6921 -5.0576 -2.7044 -0.559
H 3.6746 2.9576 3.4280 0.294
H -1.2618 6.3101 -1.2556 0.542
H -0.7586 -1.1357 1.3171 -0.191
O -2.8760 -2.1667 2.9318 -0.605
H -1.5059 1.7015 2.5140 0.121
H 4.0995 5.7316 0.3923 0.289
O 4.4485 1.0209 -4.0976 -0.675
H 1.6261 -0.6550 -2.2037 -0.116
H -4.4402 3.3280 -0.4850 0.308
O -1.7639 0.9371 1.9682 -0.051
H 2.2582 1.7209 -5.0151 0.222
H -0.8847 -2.9289 2.5050 0.181
H -1.1269 -0.5046 6.7201 0.300
O 3.2491 5.4001 0.6766 -0.578
H -0.5684 -5.5384 -1.9033 0.288
H 2.3124 -5.1415 -0.8556 0.268
H -2.7574 1.3169 -2.4283 0.309
H 1.6576 -2.6503 -0.4278 0.203
H 4.0624 -1.0324 -3.9750 0.318
H 0.8122 -1.1489 2.8822 0.051
H -2.6165 4.0933 2.0081 0.309
H -3.4129 0.0640 -4.0493 0.412
O -2.3235 1.2176 4.3238 -0.538
H -1.4823 -1.7394 -4.2033 0.431
H 3.6038 4.4799 3.9025 0.290
H 4.9323 0.3846 4.1072 0.314
H 1.4251 -1.9741 0.8194 0.297
H -3.6833 -1.6541 -4.2701 0.293
H -1.3221 -3.1918 -2.1891 0.132
O 2.1272 -2.5440 0.4021 -0.670
H 3.7441 -2.8352 -0.4807 0.381
O -1.7315 -2.7114 -4.3081 -0.662
O 1.3774 -0.5035 -1.3299 0.117
H -1.1008 -1.2809 5.2855 0.273
O -6.1708 1.0369 1.7333 -0.613
O 2.2612 0.8453 6.0521 -0.636
O -3.0995 -1.8143 -0.9687 -0.668
H -5.7060 4.0883 -0.2069 0.302
H 6.0211 2.1813 0.9240 0.311
O 3.5649 -1.6612 -3.3759 -0.546
H -0.7769 -3.0001 -4.0892 0.071
H 2.6520 1.5512 5.5610 0.298
H 1.1510 -2.7801 -5.6120 0.283
H -2.7117 0.9997 2.0300 0.041
O 1.7028 1.1899 -4.4788 -0.537
H 1.0461 -3.2158 5.4761 0.315
O -5.3436 3.1878 -0.1867 -0.579
H 1.2932 -3.6854 3.1103 0.413
H 1.3173 -5.0723 3.6002 0.275
O -3.9437 -3.9227 -2.2374 -0.636
H 2.1255 1.6563 0.3936 0.167
H 0.8394 0.1985 3.5597 0.223
O 0.1391 -3.0485 5.2637 -0.497
O 1.8054 -4.2877 3.7731 -0.692
H 1.0882 1.5326 -0.9318 0.344
H -2.6200 4.7732 -0.7375 0.264
O -3.6214 -0.7698 -4.5990 -0.644
H 5.1306 -3.1441 -0.4639 0.276
H -2.2684 -2.0133 -0.4283 0.302
O 5.0361 -0.1641 3.3423 -0.589
O -0.3198 6.6493 -1.1810 -0.781
O 5.4430 1.3545 1.1811 -0.645
O -0.7421 -2.5528 -1.6785 0.114
H -5.3637 1.5797 1.5969 0.280
H 4.0772 -2.3373 -2.9691 0.302
H -0.0154 -3.1534 -1.3966 0.131
H 0.9829 4.3794 0.4031 0.156
O -5.3210 -1.4593 1.4747 -0.701
H 1.0812 0.5150 -4.8330 0.286
O -1.5890 -0.9896 6.0375 -0.738
O 0.2363 4.1443 -0.0970 -0.352
O 4.7080 -0.8735 -1.2532 -0.536
H -2.9976 6.2139 -0.7459 0.336
H -3.6269 -1.6911 2.7728 0.252
O 4.3592 -3.4238 -0.8882 -0.601
```

Properties
2S+1: 1
Highest occupied orbital energy, eV: -10.200

Entry three
Below is 40 unconnected molecules or ions with the total composition H80O40, with properties calculated with ωB97M-V/def2-TZVPD.

XYZ file:
```
120
Properties=species:S:1:pos:R:3:mulliken_charge:R:1
H 1.5961 0.0812 -4.6359 0.225
H 4.7171 2.9191 -1.6981 0.314
H 1.9765 1.7387 0.5634 -0.096
H 4.9441 2.4914 -3.1581 0.324
H -2.5563 3.3388 1.1609 0.400
H 5.8559 -0.9104 0.2568 0.266
H 2.0155 2.3573 -4.8424 0.273
H -0.7784 4.1770 -3.5172 0.344
O 5.4027 2.8227 -2.3733 -0.645
H -4.8856 0.0015 -4.0375 0.277
H -2.1163 -0.9561 -0.5617 -0.020
H 2.8556 -2.3076 -1.3372 0.037
O 5.8066 1.8126 1.3192 -0.654
H -4.2802 -0.8922 2.0837 0.175
H 0.3940 -1.2497 1.6796 -0.379
H -2.0140 2.3085 2.5219 -0.001
H 5.9645 1.6050 0.3925 0.356
O 1.1565 4.5372 0.2048 -0.604
H -4.4411 -1.2274 -3.2835 0.284
O 3.2111 4.4157 2.5161 -0.696
O 0.8975 1.0709 2.4158 -0.504
H 4.9235 2.1678 1.4708 0.222
H 2.2565 -1.1686 -4.1754 0.250
O -3.3955 4.1617 -2.8533 -0.601
O 2.0217 -2.0574 -0.8682 -0.670
H -4.1987 1.5978 2.0188 0.220
O -0.0877 -2.8088 -3.3272 -0.652
O 2.4164 -3.7428 1.1229 -0.610
H 2.5818 -3.4304 2.0294 0.382
O 3.8370 0.0792 4.7658 -0.585
O -0.1055 1.9083 0.2094 1.792
H -2.1653 -3.6129 -5.4381 0.317
H -0.6135 0.1677 -1.6397 0.121
O 0.9813 -2.3769 3.3039 -0.592
O -2.6082 -4.0797 -4.7239 -0.620
O -3.8086 1.5485 -1.3500 -0.531
O 0.3263 -0.9800 0.7441 2.019
H 5.4577 -1.0531 -2.0001 0.281
H 0.0945 -2.5656 2.9793 0.238
H -5.0010 0.7068 3.0233 0.428
H 0.6784 -6.0875 1.3033 0.284
O -1.5133 -5.0733 3.3884 -0.583
H 1.1838 -1.7362 3.9895 0.179
H 1.7322 -0.2136 -2.2962 -0.047
H -3.2111 3.9326 -3.7656 0.279
O -0.1940 4.0759 -4.2759 -0.625
O -2.0435 3.2166 2.8506 -0.706
H -4.5135 1.1008 -0.8103 0.199
H -4.7695 -0.8501 -0.4128 0.294
H 1.5982 -1.9551 -1.7400 0.144
H -1.8833 -0.6268 -2.9458 0.108
O 3.5191 -0.3582 1.6315 -0.239
H 2.4668 -0.1016 -0.9557 -0.058
H -0.6959 -3.5450 -3.2151 0.298
H 2.6914 4.2171 1.7100 0.358
H -1.4990 0.2893 0.8642 -0.272
H -0.1064 -4.3171 -0.5294 0.301
O 6.5987 -0.8591 0.8424 -0.642
H -1.8169 1.4384 -1.9138 -0.142
O 2.8344 2.1646 0.5268 0.189
H -1.6655 -2.4406 -0.1098 0.234
O -2.4546 0.5403 3.7464 -0.677
H -3.9427 0.8789 -2.0546 0.252
H 1.2328 -0.7027 0.5587 -0.663
O -1.4723 0.5512 -1.8149 0.559
H 0.0583 -0.9680 5.4235 0.304
H -0.5462 -1.9655 -3.2563 0.345
H 0.3504 1.8598 2.4850 0.481
H 2.8812 0.2951 4.8261 0.290
H -0.6824 -5.5440 3.2255 0.376
H 2.3740 -2.8551 0.7094 0.065
O 0.9412 -6.1962 2.2196 -0.678
H 3.3267 3.4865 2.7657 0.336
H 3.2104 1.8916 -0.3163 0.019
H -4.8396 -2.0936 2.4681 0.321
H 1.9889 4.3813 -0.2635 0.359
O -4.9507 -0.4155 -3.1715 -0.616
O 5.0383 -1.8120 -2.4180 -0.538
H 1.4126 4.0394 0.9873 0.093
H 0.6466 -1.7151 6.8096 0.307
H -2.1970 -5.6254 3.0006 0.271
O -4.5571 -1.2854 2.9316 -0.641
H -3.3264 -3.5140 -4.4243 0.299
H 3.2513 -0.7759 2.4585 0.028
O -5.6078 -0.3513 -0.3449 -0.714
O -2.2313 -0.8140 -3.8512 -0.559
H 3.8478 -0.5046 5.5384 0.300
H 0.5710 0.6374 1.5553 -0.418
O 0.6433 -1.0002 6.1767 -0.628
H -5.9839 -0.5371 -1.2181 0.303
O 1.4866 -0.6181 -3.9785 -0.484
O -2.4008 -1.8446 -0.3589 -0.306
O -2.5366 3.2193 0.1939 -0.681
H -2.8756 1.0041 0.4629 -0.122
H 1.7461 1.8835 -3.3304 0.305
H -2.0687 -0.3301 3.5990 0.350
O -0.7930 4.8269 -1.8003 -0.597
O -4.8600 1.6069 2.7090 -0.693
H -2.7909 0.9094 2.9015 -0.247
H 0.4009 -3.0358 -0.7250 -0.107
H -0.9415 2.3800 0.3015 -0.484
O -0.1835 -3.4716 -0.0527 -0.345
H 0.1977 1.8471 -0.6970 -0.461
H -1.9415 3.1817 3.8066 0.416
H -3.5100 -4.7069 0.8161 0.310
H 6.8690 -0.2435 1.5154 0.327
O -2.4674 0.3301 1.0311 1.760
H -1.8008 -0.2247 -4.4786 0.273
H 4.3720 0.0418 1.8509 0.280
H -3.8461 3.4533 -2.3704 0.302
H 0.3162 4.8155 -4.6024 0.264
H -2.5160 -3.6680 1.0022 0.168
H -1.2490 5.6313 -1.5491 0.261
H 5.7360 -2.3548 -2.7953 0.266
H -3.0546 3.8810 -0.2722 0.249
O -3.2154 -4.0941 1.5116 -0.656
H -1.0537 4.1042 -1.2265 0.186
O 2.1267 0.4360 -1.6866 -0.056
O 2.2959 1.7924 -4.1163 -0.626
H 1.5496 -5.5049 2.4883 0.336
```

Properties
2S+1: 1
Highest occupied orbital energy, eV: -10.415

Entry four
Below is 40 unconnected molecules or ions with the total composition H80O40, with properties calculated with ωB97M-V/def2-TZVPD.

XYZ file:
```
120
Properties=species:S:1:pos:R:3:mulliken_charge:R:1
H -1.2708 -0.0518 -5.6229 0.240
H 3.7820 -1.6767 -3.5602 0.299
H 1.1773 -1.7647 -1.9597 0.174
H -1.3255 2.4728 -4.6397 0.272
O -0.8934 1.0573 2.6616 -0.146
H -3.1805 5.6646 1.9270 0.275
H -1.6385 0.8912 5.4286 0.254
H 3.3724 1.0522 -0.3796 0.084
H 4.6878 -4.6778 -0.2703 0.271
O 0.5778 -0.9375 1.9987 0.098
H -0.1448 -3.3051 -0.6545 0.281
H 4.1146 0.0111 4.4885 0.375
H -1.0612 0.1204 2.7515 -0.195
H -4.2175 2.8074 3.2078 0.251
H -1.0153 2.7797 -6.0359 0.347
H 5.6158 -1.7745 -0.7687 0.329
H 1.8310 5.6962 1.9690 0.261
H -6.4916 1.4394 1.2820 0.320
O -0.5061 -2.5993 -0.0870 -0.401
H 5.3378 -2.5550 3.3232 0.272
H -0.1548 0.6846 5.2461 0.304
H -1.0950 0.4203 -1.8460 -0.520
H -1.7107 -1.7455 4.4334 0.273
O -0.9976 0.2099 5.2065 -0.562
O 1.9423 -2.3077 -2.1857 -0.467
H -5.2858 -1.4720 2.9162 0.318
H -1.0451 -3.8188 -2.2196 0.328
O -0.5083 -0.4519 -5.2144 -0.696
H 2.4740 0.8249 -4.0484 0.273
H 1.5759 -3.0362 5.1798 0.246
H 4.4297 -1.3147 2.8291 0.294
H -1.2101 4.2335 -3.0727 0.356
H 1.2572 4.2373 1.6837 0.427
O -6.4773 1.1747 0.3590 -0.570
O -1.6002 2.2030 -5.5282 -0.691
H -2.5084 0.6539 -4.3859 0.279
H -3.2532 -4.4083 0.0083 0.247
H -4.9626 -0.7668 1.5266 0.206
O -0.7404 -4.6383 -1.8116 -0.752
H -1.9264 0.1081 0.3589 -0.281
O 0.4838 3.4523 -4.3692 -0.643
H -2.9422 -3.5634 -3.9434 0.232
H -2.9413 -3.0622 2.6569 0.409
H -1.4874 3.9041 -1.6154 0.184
H -2.6520 -2.9410 -0.0853 0.248
H -1.9612 -0.6653 -2.1057 -0.051
H -2.9243 1.0482 1.1316 -0.096
H -0.0488 1.0962 2.2254 0.184
H -0.2870 2.1836 0.2249 0.007
H 1.4279 3.2904 -4.2364 0.315
O 1.9167 4.9097 1.4376 -0.645
H 3.2496 2.4323 0.0621 0.204
O 1.6376 -2.0835 5.0437 -0.495
H 1.8030 2.1761 4.9372 0.169
H 0.8734 1.9847 -0.7712 -0.147
H -0.0879 -0.8086 1.3309 -0.034
H 0.7880 -3.3437 -5.6115 0.308
O 1.4882 -4.6495 3.5805 -0.557
H 3.4780 3.2410 -2.0227 0.285
H -2.5811 -4.5177 2.8307 0.258
O 6.1155 -1.3671 -0.0560 -0.607
O -2.7900 -3.7745 -0.5474 -0.591
H -4.2110 1.3882 -3.0651 0.432
O -0.0575 1.7684 -0.6248 0.944
H 1.0342 0.5809 -4.4036 0.204
O -3.1949 -3.9535 2.3551 -0.610
O 5.0902 1.9413 -1.6488 -0.539
O 1.1351 1.8160 4.3555 -0.565
H 1.8306 -4.5900 2.6750 0.272
O -2.3899 -1.7048 3.7541 -0.625
H 4.0908 1.4037 4.9436 0.293
O 4.5661 -2.2623 2.8376 -0.556
O -1.0860 -0.5414 -1.7131 1.232
H 2.4546 2.0620 -2.5244 0.288
H -4.4282 1.3756 2.5958 0.246
H 0.6402 -1.7711 2.4681 0.000
H 1.3128 1.0093 3.8618 0.411
H 5.0961 1.0106 -1.8867 0.273
H 4.5589 1.5699 2.1620 0.288
H -2.4950 -0.8037 3.4552 0.186
O 4.0108 0.5194 5.3104 -0.639
O 4.8894 -3.8477 0.1614 -0.633
O -4.5599 2.2487 -2.7790 -0.736
H -1.5106 -4.8678 -1.2489 0.399
O -5.6472 -1.0157 2.1520 -0.632
O 1.4565 -3.8752 -5.1778 -0.660
O 1.5923 0.8713 -3.6537 -0.491
O 4.2413 0.8323 2.7061 -0.673
O -3.2901 2.3299 -0.1598 -0.436
H -3.1014 -2.8614 -2.5440 0.316
H 5.8289 -1.8610 0.7224 0.352
O -2.5869 -2.8885 -3.3592 -0.581
H -0.1786 -1.7215 -0.2777 -0.121
H -3.0801 -0.7689 -4.1408 0.277
H 2.5401 -1.9189 5.3403 0.240
H 3.4136 0.7512 2.1928 0.288
H -2.7900 2.6476 -0.9408 -0.077
O -2.5673 0.1341 1.0727 0.741
H 1.1845 -4.3240 -4.3745 0.321
H 0.0765 2.8450 -3.7449 0.222
O -2.6089 4.9759 1.5878 -0.583
H 4.1364 -3.2669 0.0275 0.307
H -3.9629 2.0832 -0.8369 0.385
H 4.1052 -1.0867 -2.2527 0.225
H 1.7245 -2.7059 -3.0318 0.190
H -5.8182 0.4837 0.2961 0.258
O -4.3261 2.3116 2.3921 -0.512
H -3.7505 2.7777 -2.8764 0.303
H -1.0017 2.9790 1.8327 0.206
O -2.7983 0.0396 -3.6977 -0.742
H -0.7923 -1.0687 -4.5305 0.333
O -1.8929 3.8642 -2.4928 -0.659
O -0.0445 3.0628 1.8231 -0.854
O 2.7037 1.6384 -0.0131 -0.164
H -3.0888 4.3176 1.0630 0.277
O 2.6195 2.9880 -2.3393 -0.537
H 0.3537 2.7842 2.6593 0.344
O 4.3617 -1.0087 -3.1781 -0.599
H 5.9147 2.1939 -1.2281 0.263
H 0.7836 -5.2727 3.3488 0.296
```

Properties
2S+1: 1
Highest occupied orbital energy, eV: -9.899

The structure shown above that is most stable: entry four.